This record from the Open Molecules 2025 dataset describes a 2-piece molecular cluster, C25H32N4O3 overall in a non-equilibrium geometry. The level of theory is ωB97M-V/def2-TZVPD.

Calculated values
total energy: -1416.6259 a.u.
HOMO-LUMO gap: 0.3017 Eh
SMILES: CNC(=O)[C@H](Cc1c[nH]c2ccccc12)NC(C)=O.CCN(CC)c1ccc(C=O)cc1
molar mass: 436.56 g/mol
highest occupied orbital energy: -7.70 eV
energy above the lowest of the compared OMol25 structures with the same formula, charge and spin: 199.5 kJ/mol

Last column: Löwdin charge in e.
Atoms and positions in Å:
O: 4.625 4.576 6.472  0.02
O: -5.280 -1.237 -1.366  0.03
O: -3.001 -5.121 -0.286  0.05
C: 4.844 3.521 5.885  -0.22
C: -4.979 -1.743 -0.293  -0.56
C: -2.827 -4.409 -1.266  -0.46
C: -2.189 0.038 -1.848  -0.03
C: -1.294 -0.951 -1.621  -0.17
C: 2.294 -0.302 -2.951  -0.10
C: 2.048 0.974 -3.487  -0.09
C: 3.080 3.914 4.154  -0.01
C: 4.293 1.834 4.157  -0.03
C: 1.260 -1.031 -2.332  -0.04
C: 0.760 1.530 -3.412  -0.03
C: 2.339 3.476 3.052  -0.02
C: 3.538 1.399 3.065  -0.02
C: 4.065 3.093 4.719  -0.22
C: -0.040 -0.488 -2.212  -0.13
C: -0.257 0.804 -2.779  -0.21
C: 2.543 2.207 2.484  -0.19
N: -1.586 1.067 -2.539  0.08
N: -2.496 -4.978 -2.431  0.03
N: 1.778 1.758 1.380  -0.09
N: -3.884 -2.476 -0.109  0.12
C: -5.867 -1.544 0.911  0.00
C: -2.203 -4.310 -3.701  -0.05
C: 1.274 -0.650 1.405  -0.07
C: 1.232 3.528 -0.243  -0.08
C: 2.047 0.469 0.711  -0.21
C: 0.676 2.551 0.790  -0.21
C: -1.558 -2.245 -0.912  -0.08
C: -2.939 -2.877 -1.161  -0.19
H: 5.623 2.868 6.266  0.11
H: -3.228 0.021 -1.544  0.12
H: 3.286 -0.728 -3.020  0.10
H: 2.849 1.525 -3.961  0.10
H: 2.885 4.899 4.572  0.12
H: 5.051 1.176 4.574  0.11
H: 1.461 -2.012 -1.928  0.10
H: 0.559 2.506 -3.828  0.10
H: 1.603 4.158 2.650  0.10
H: 3.744 0.405 2.694  0.09
H: -2.076 1.901 -2.831  0.16
H: -2.442 -5.985 -2.405  0.14
H: -3.752 -2.902 0.795  0.15
H: -6.744 -0.972 0.611  0.09
H: -6.177 -2.514 1.293  0.08
H: -5.318 -1.001 1.678  0.08
H: -3.109 -3.854 -4.106  0.09
H: -1.826 -5.038 -4.421  0.09
H: -1.445 -3.537 -3.560  0.08
H: 1.452 -1.602 0.897  0.07
H: 1.590 -0.747 2.448  0.07
H: 0.201 -0.438 1.385  0.07
H: 1.928 4.229 0.225  0.07
H: 1.762 2.986 -1.031  0.06
H: 0.416 4.097 -0.699  0.07
H: 3.117 0.244 0.683  0.11
H: 1.732 0.537 -0.331  0.08
H: -0.041 1.885 0.297  0.11
H: 0.111 3.083 1.561  0.11
H: -0.790 -2.947 -1.237  0.12
H: -1.411 -2.099 0.159  0.12
H: -3.307 -2.519 -2.122  0.14

=====

This record from the Open Molecules 2025 dataset describes C29H25F9N2O2S2TeTi as an isolated structure. The level of theory is ωB97M-V/def2-TZVPD.

Calculated values
total energy: -4192.9646 a.u.
HOMO-LUMO gap: 0.2157 Eh
molar mass: 844.11 g/mol
total charge: -2
highest occupied orbital energy: -1.62 eV
energy above the lowest of the compared OMol25 structures with the same formula, charge and spin: 0.0 kJ/mol

Last column: Löwdin charge in e.
Atoms and positions in Å:
Ti: 0.355 -0.283 -0.475  0.59
C: -2.685 -0.642 0.894  -0.11
C: -1.693 -0.983 -0.199  -0.44
N: -1.411 0.003 -1.149  -0.26
N: -1.897 0.060 -2.445  -0.06
C: -0.972 0.464 -3.232  -1.11
S: 0.670 0.695 -2.709  0.59
S: -1.312 0.807 -4.940  0.85
C: -3.108 0.534 -5.009  -0.45
C: -3.927 1.778 -4.797  -0.29
C: -4.541 2.412 -5.871  -0.07
C: -5.287 3.571 -5.690  -0.11
C: -5.428 4.110 -4.421  -0.12
C: -4.820 3.481 -3.340  -0.09
C: -4.077 2.326 -3.522  -0.03
C: -1.757 -2.385 -0.710  -0.14
C: -2.876 -3.203 -0.751  -0.05
C: -2.805 -4.490 -1.286  -0.14
C: -1.596 -4.957 -1.787  -0.14
C: -0.456 -4.163 -1.742  -0.03
C: -0.528 -2.885 -1.185  -0.33
O: 0.537 -2.114 -1.041  -0.20
H: -2.534 0.381 1.235  0.00
H: -2.577 -1.312 1.753  0.07
H: -3.721 -0.730 0.532  0.06
H: -3.330 -0.218 -4.252  0.07
H: -3.314 0.117 -5.996  0.06
H: -4.428 1.996 -6.867  0.10
H: -5.754 4.051 -6.542  0.09
H: -6.006 5.015 -4.272  0.09
H: -4.920 3.896 -2.344  0.10
H: -3.593 1.836 -2.686  0.10
H: -3.821 -2.832 -0.369  0.09
H: -3.688 -5.118 -1.316  0.07
H: -1.537 -5.955 -2.209  0.08
H: 0.499 -4.517 -2.111  0.10
F: 5.253 -2.102 -0.995  0.13
C: 4.238 -1.206 -1.058  -0.54
F: 3.462 -1.556 -2.075  0.17
F: 4.793 -0.020 -1.363  0.16
C: 3.421 -1.111 0.274  -0.32
O: 2.293 -0.447 0.080  -0.23
C: 3.175 -2.572 0.801  -0.53
F: 2.930 -3.436 -0.189  0.16
F: 4.245 -3.064 1.478  0.13
F: 2.141 -2.601 1.638  0.17
C: 4.293 -0.353 1.335  -0.53
F: 3.822 -0.561 2.570  0.17
F: 4.277 0.959 1.110  0.17
F: 5.593 -0.732 1.338  0.13
C: 3.825 0.862 6.442  -0.07
C: 2.932 1.115 5.255  -0.30
C: 1.883 0.265 4.947  -0.04
C: 1.068 0.472 3.834  -0.32
C: -0.022 -0.523 3.545  -0.10
C: 1.293 1.577 3.002  -0.53
Te: 0.026 1.939 1.330  0.90
C: 2.356 2.445 3.305  -0.34
C: 2.675 3.623 2.427  -0.12
C: 3.154 2.201 4.417  -0.05
H: 3.497 -0.020 6.994  0.06
H: 3.826 1.710 7.133  0.07
H: 4.859 0.694 6.129  0.07
H: 1.700 -0.602 5.576  0.10
H: -0.066 -1.287 4.325  0.07
H: 0.146 -1.015 2.584  0.06
H: -0.993 -0.030 3.463  0.05
H: 1.790 4.234 2.248  0.04
H: 3.009 3.284 1.444  0.07
H: 3.459 4.237 2.877  0.06
H: 3.980 2.875 4.629  0.11

=====

This record from the Open Molecules 2025 dataset describes C21H14I2N6O3RhS2 as an isolated structure. The level of theory is ωB97M-V/def2-TZVPD.

Calculated values
⟨S²⟩: 6.015
total energy: -2865.2814 a.u.
HOMO-LUMO gap (alpha / beta): 0.2697 / 0.2060 Eh
molar mass: 819.23 g/mol
total charge: -1
highest occupied orbital energy (alpha / beta): -5.49 / -5.52 eV
energy above the lowest of the compared OMol25 structures with the same formula, charge and spin: 0.0 kJ/mol
multiplicity: 5

Last column: Löwdin charge in e.
Atoms and positions in Å:
Rh: -0.014 0.645 0.151  0.99
S: 0.804 2.279 3.448  0.71
C: 1.882 1.431 2.479  -1.21
S: 1.711 2.181 0.903  0.59
C: 2.706 0.385 2.771  -0.36
C: 3.519 -0.215 1.756  -0.23
N: 4.175 -0.706 0.947  0.18
C: 2.766 -0.156 4.096  -0.23
N: 2.814 -0.588 5.162  0.17
I: -1.221 -1.675 4.828  0.89
C: -0.021 -2.340 3.268  -0.65
C: 0.705 -3.533 3.403  -0.23
C: 1.503 -3.998 2.394  -0.68
I: 2.543 -5.787 2.687  0.88
C: 1.619 -3.268 1.185  -0.21
C: 2.422 -3.640 0.082  -0.04
C: 2.490 -2.845 -1.027  -0.05
C: 1.754 -1.655 -1.055  -0.12
N: 0.982 -1.293 -0.058  0.01
C: 0.892 -2.063 1.063  -0.15
C: 0.030 -1.561 2.117  -0.46
O: -0.615 -0.454 1.968  -0.26
H: 0.632 -4.083 4.331  0.08
H: 2.996 -4.556 0.136  0.06
H: 3.115 -3.107 -1.868  0.11
H: 1.803 -0.971 -1.895  0.11
C: -0.788 1.434 -4.304  -0.15
C: -0.078 2.755 -3.935  -0.15
C: 0.199 2.615 -2.443  -0.21
O: 0.327 1.200 -2.224  -0.26
C: -0.698 0.589 -3.030  -0.19
H: -0.289 0.945 -5.141  0.10
H: -1.830 1.604 -4.569  0.09
H: -0.705 3.622 -4.136  0.11
H: 0.854 2.862 -4.490  0.10
H: -0.637 2.993 -1.852  0.11
H: 1.129 3.077 -2.114  0.11
H: -1.640 0.614 -2.487  0.10
H: -0.399 -0.444 -3.203  0.11
N: -3.079 1.083 1.464  0.20
C: -2.952 1.567 0.215  -0.48
O: -1.811 1.568 -0.362  -0.19
C: -4.060 2.098 -0.480  -0.21
C: -5.347 2.110 0.107  -0.25
N: -6.384 2.142 0.616  0.11
C: -3.848 2.572 -1.799  -0.23
N: -3.666 2.965 -2.870  0.13
H: -3.992 1.012 1.880  0.10
H: -2.298 0.590 1.889  0.07

=====

This record from the Open Molecules 2025 dataset describes C9H13N2NiO5Se as an isolated structure in a non-equilibrium geometry. The level of theory is ωB97M-V/def2-TZVPD.

Calculated values
⟨S²⟩: 2.007
total energy: -4746.0278 a.u.
HOMO-LUMO gap (alpha / beta): 0.3356 / 0.2850 Eh
molar mass: 366.86 g/mol
total charge: +1
highest occupied orbital energy (alpha / beta): -11.84 / -12.09 eV
multiplicity: 3

Last column: Löwdin charge in e.
Atoms and positions in Å:
Ni: -1.078 0.414 0.850  0.53
O: -2.782 0.203 4.585  0.21
C: -2.099 0.075 3.483  -0.44
O: -2.432 0.574 2.414  0.06
C: -0.855 -0.759 3.631  -0.06
O: -0.092 -0.527 2.473  -0.20
C: 0.854 -1.527 2.058  -0.04
C: 0.935 -1.497 0.527  -0.61
O: 1.920 -1.950 -0.008  0.09
O: -0.094 -0.975 -0.069  -0.14
H: -3.573 0.752 4.446  0.17
H: -0.325 -0.470 4.539  0.16
H: -1.154 -1.809 3.715  0.16
H: 1.833 -1.314 2.477  0.15
H: 0.529 -2.523 2.366  0.15
C: -1.963 0.711 -2.521  0.00
N: -0.515 0.660 -2.633  -0.10
C: 0.165 -0.007 -3.632  -0.01
C: 1.479 0.106 -3.359  0.00
N: 1.589 0.839 -2.200  -0.10
C: 2.841 1.057 -1.478  0.00
C: 0.370 1.160 -1.754  -0.63
Se: 0.010 2.145 -0.187  0.85
H: -2.392 0.048 -3.267  0.10
H: -2.332 1.722 -2.678  0.11
H: -2.281 0.366 -1.545  0.06
H: -0.345 -0.511 -4.433  0.14
H: 2.335 -0.279 -3.885  0.14
H: 3.658 1.062 -2.194  0.10
H: 2.987 0.247 -0.764  0.09
H: 2.806 2.008 -0.957  0.07